(1)
A single C20H20N2O3S molecule. Source: the Open Molecules 2025 dataset; level of theory: ωB97M-V with the def2-TZVPD basis set.

Total energy (hartree): -1507.58543
Energy above the lowest of the compared OMol25 structures with the same formula, charge and spin (eV): 0.0944
Frontier orbital gap (eV): 9.1700
HOMO (eV): -8.6

```
46
Properties=species:S:1:pos:R:3:forces:R:3
O -2.194 -2.304 -2.000 0.1 -0.1 -0.3
C -1.880 -1.973 -0.872 0.0 -0.1 0.1
N -2.797 -1.627 0.060 -0.2 0.1 0.1
C -2.546 -1.260 1.434 0.0 0.4 0.3
H -3.092 -1.953 2.086 0.1 0.0 0.0
C -3.076 0.161 1.669 0.3 -0.3 0.1
O -4.443 0.251 1.346 -0.2 0.0 0.1
C -4.672 -0.095 -0.003 0.0 -0.3 -0.2
H -4.143 0.609 -0.664 -0.1 -0.1 0.0
C -4.197 -1.521 -0.296 -0.2 0.3 -0.2
H -4.778 -2.233 0.301 0.0 0.0 -0.1
H -4.298 -1.759 -1.355 0.0 0.0 0.1
H -5.747 -0.004 -0.162 0.1 0.0 -0.1
H -2.500 0.873 1.057 0.0 -0.1 0.1
H -2.993 0.435 2.722 0.1 0.0 0.0
H -1.482 -1.321 1.659 -0.1 0.0 0.0
C -0.441 -1.927 -0.456 0.4 0.0 -0.1
C 0.163 -0.708 -0.177 0.0 -0.1 0.0
C 1.526 -0.626 0.098 -0.2 -0.6 -0.1
C 2.281 -1.805 0.054 0.3 0.1 0.0
C 1.673 -3.023 -0.212 0.0 0.1 0.0
C 0.318 -3.091 -0.465 -0.2 0.1 0.0
H -0.152 -4.035 -0.690 0.0 -0.1 -0.1
H 2.283 -3.913 -0.226 0.1 -0.1 -0.1
S 4.026 -1.735 0.300 -0.1 0.2 0.0
C 4.224 -0.101 -0.463 0.0 -0.3 0.1
C 3.413 0.911 0.313 0.6 -0.1 -0.2
O 3.900 1.932 0.747 0.1 0.2 0.0
N 2.095 0.597 0.480 -0.3 0.2 0.2
C 1.261 1.575 1.159 0.1 0.3 0.2
C 0.379 2.385 0.242 0.0 0.1 0.0
C -0.797 2.934 0.739 0.2 0.0 0.0
C -1.625 3.682 -0.079 -0.1 0.0 0.0
C -1.284 3.891 -1.405 -0.1 0.1 0.0
C -0.106 3.360 -1.903 0.0 0.0 -0.1
C 0.723 2.614 -1.084 0.0 0.0 0.1
H 1.642 2.207 -1.478 0.1 -0.1 0.0
H 0.170 3.527 -2.933 0.0 0.0 -0.1
H -1.932 4.469 -2.046 -0.1 0.0 -0.1
H -2.538 4.098 0.319 -0.1 0.0 0.0
H -1.061 2.779 1.777 0.0 0.0 0.1
H 0.654 1.062 1.912 0.1 0.0 -0.1
H 1.954 2.254 1.671 -0.2 -0.2 0.0
H 3.892 -0.167 -1.502 0.0 0.1 0.0
H 5.277 0.168 -0.421 -0.1 0.1 0.0
H -0.429 0.193 -0.200 -0.1 0.1 0.0
```
Forces are in eV/Å.

(2)
A single C20H20N2O4 molecule. Source: the Open Molecules 2025 dataset; level of theory: ωB97M-V with the def2-TZVPD basis set.

Total energy (hartree): -1184.62716
Energy above the lowest of the compared OMol25 structures with the same formula, charge and spin (eV): 1.0749
Frontier orbital gap (eV): 8.9847
HOMO (eV): -8.6

```
46
Properties=species:S:1:pos:R:3:forces:R:3
C -0.069 -3.933 3.877 -0.1 0.1 0.1
H 0.037 -4.253 4.911 0.1 -0.1 0.1
H -0.090 -4.813 3.239 0.0 -0.1 0.0
H 0.800 -3.336 3.608 0.1 0.0 0.0
C -1.363 -3.135 3.700 0.2 0.0 0.0
C -1.529 -2.722 2.265 -0.2 -0.1 0.0
N -2.157 -3.579 1.509 0.0 -0.3 0.4
C -2.324 -3.330 0.197 0.2 0.5 -0.5
C -3.005 -4.279 -0.591 0.0 0.0 -0.2
C -3.193 -4.056 -1.927 0.0 -0.2 0.2
C -2.712 -2.882 -2.526 0.1 0.3 -0.1
C -2.050 -1.941 -1.786 -0.1 0.0 -0.2
C -1.839 -2.140 -0.408 -0.1 -0.3 0.3
C -1.178 -1.214 0.439 0.0 -0.3 0.4
C -1.007 -1.489 1.777 0.0 0.2 -0.6
C -0.309 -0.536 2.696 0.0 0.0 0.0
H -1.015 -0.140 3.427 0.0 0.1 0.1
H 0.488 -1.040 3.238 0.1 0.0 0.1
H 0.121 0.302 2.155 0.0 0.1 0.1
C -0.678 0.057 -0.166 0.1 0.0 -0.2
O 0.268 0.164 -0.902 -0.1 0.0 0.1
O -1.469 1.092 0.168 -0.2 0.0 0.2
C -1.059 2.345 -0.345 0.3 0.0 -0.1
H -1.000 2.301 -1.438 0.0 0.1 0.1
H -1.823 3.059 -0.032 0.1 -0.1 -0.1
C 0.301 2.747 0.248 -0.5 0.1 -0.4
O 0.689 2.324 1.312 0.1 -0.1 0.3
N 0.972 3.649 -0.495 0.1 0.2 -0.2
H 0.639 3.899 -1.413 0.0 -0.1 0.1
C 2.298 4.120 -0.127 0.1 -0.2 0.0
C 3.304 3.787 -1.177 -0.2 0.9 -0.3
C 3.717 4.478 -2.281 -0.3 -0.2 0.6
C 4.654 3.646 -2.939 0.1 -0.6 0.2
C 4.735 2.514 -2.189 0.4 0.3 -0.8
O 3.924 2.591 -1.126 -0.3 -0.2 0.5
H 5.312 1.618 -2.303 0.0 -0.2 0.1
H 5.188 3.865 -3.841 0.2 0.0 -0.2
H 3.402 5.457 -2.580 -0.1 0.2 0.0
H 2.267 5.204 0.026 0.1 -0.2 0.0
H 2.551 3.619 0.811 0.0 0.2 -0.1
H -1.674 -1.043 -2.253 0.0 0.1 -0.1
H -2.868 -2.726 -3.584 0.0 0.0 -0.1
H -3.713 -4.784 -2.533 0.0 -0.1 0.0
H -3.363 -5.174 -0.107 0.0 -0.1 0.1
H -2.206 -3.773 3.965 0.0 0.1 0.0
H -1.357 -2.265 4.357 0.0 0.0 0.1
```
Forces are in eV/Å.

(3)
A single C20H20N4O2S molecule. Source: the Open Molecules 2025 dataset; level of theory: ωB97M-V with the def2-TZVPD basis set.

Total energy (hartree): -1541.80727
Energy above the lowest of the compared OMol25 structures with the same formula, charge and spin (eV): 2.2767
Frontier orbital gap (eV): 8.2359
HOMO (eV): -8.4

```
47
Properties=species:S:1:pos:R:3:forces:R:3
C -5.481 -2.607 1.144 -0.1 0.0 0.0
H -5.669 -3.330 0.353 -0.1 0.0 0.1
O -4.290 -1.944 0.805 0.3 0.1 -0.1
C -3.913 -0.962 1.743 0.2 0.1 0.1
C -2.603 -0.339 1.269 -0.3 -0.1 0.3
N -2.784 0.318 -0.001 -0.2 -0.5 0.1
C -2.526 1.621 -0.196 -0.2 0.0 -0.3
O -2.121 2.366 0.672 0.0 0.4 0.3
C -2.804 2.135 -1.603 0.3 -0.1 -0.3
H -3.855 2.411 -1.695 0.0 0.0 0.0
H -2.183 3.012 -1.784 -0.1 -0.1 0.2
S -2.503 0.909 -2.914 -0.5 0.1 -0.2
C -0.870 0.465 -2.491 0.5 0.2 0.2
N -0.252 1.168 -1.560 0.2 0.3 0.1
C 0.920 0.736 -1.124 -0.2 -0.9 -0.5
C 1.309 -0.577 -1.526 -0.5 1.2 0.0
N 0.736 -1.072 -2.611 0.8 -0.8 0.2
N -0.299 -0.534 -3.163 -1.2 0.2 -0.5
C 2.308 -1.394 -0.847 0.4 -0.4 0.2
C 3.072 -2.306 -1.574 -0.1 0.2 0.1
C 4.008 -3.093 -0.932 0.1 -0.1 0.0
C 4.184 -2.988 0.439 0.0 0.0 0.0
C 3.413 -2.098 1.169 0.0 0.0 0.1
C 2.478 -1.303 0.534 -0.1 -0.1 -0.2
H 1.870 -0.618 1.107 0.0 0.1 0.0
H 3.539 -2.024 2.239 0.0 0.0 0.1
H 4.917 -3.604 0.939 0.1 -0.1 0.0
H 4.603 -3.792 -1.501 0.0 -0.1 0.0
H 2.921 -2.377 -2.640 0.0 0.0 -0.1
C 1.753 1.649 -0.352 0.3 0.4 0.5
C 3.144 1.598 -0.450 -0.2 0.1 -0.1
C 3.920 2.474 0.282 0.1 0.0 0.0
C 3.323 3.403 1.121 0.0 0.0 0.0
C 1.942 3.464 1.212 0.0 0.1 0.1
C 1.155 2.599 0.476 0.0 -0.2 -0.1
H 0.079 2.640 0.548 -0.1 0.0 0.0
H 1.473 4.190 1.859 0.0 0.1 0.1
H 3.935 4.081 1.696 0.0 0.1 0.0
H 4.996 2.434 0.198 0.1 0.0 0.0
H 3.612 0.887 -1.115 0.0 -0.1 0.0
H -3.174 -0.246 -0.743 0.1 0.2 -0.1
H -1.851 -1.128 1.169 0.0 0.1 0.1
H -2.257 0.413 1.981 0.0 -0.1 0.0
H -4.694 -0.190 1.821 0.1 -0.1 0.0
H -3.772 -1.413 2.737 0.0 0.0 -0.1
H -6.322 -1.906 1.207 0.0 0.0 0.0
H -5.385 -3.129 2.103 0.0 0.0 0.0
```
Forces are in eV/Å.

(4)
A single C20H20N4O3 molecule. Source: the Open Molecules 2025 dataset; level of theory: ωB97M-V with the def2-TZVPD basis set.

Total energy (hartree): -1218.91578
Energy above the lowest of the compared OMol25 structures with the same formula, charge and spin (eV): 1.0393
Frontier orbital gap (eV): 7.6996
HOMO (eV): -7.5

```
47
Properties=species:S:1:pos:R:3:forces:R:3
O -0.774 1.837 0.356 -0.2 0.1 0.2
C -0.584 0.920 -0.410 -0.5 0.0 -0.5
N 0.429 0.029 -0.361 0.4 -0.4 0.0
C 1.370 -0.066 0.691 0.0 0.1 0.2
C 1.587 -1.324 1.234 0.1 0.0 0.0
C 2.418 -1.495 2.325 0.0 -0.1 0.0
C 3.028 -0.385 2.884 0.0 -0.1 0.0
C 2.856 0.864 2.322 0.0 0.1 0.0
C 2.056 1.059 1.190 0.0 -0.3 0.0
N 1.910 2.295 0.595 0.1 0.2 0.0
C 2.179 3.525 1.301 0.3 0.1 0.0
H 2.058 3.378 2.373 0.0 0.0 0.0
C 3.577 4.064 0.967 -0.2 0.0 0.3
H 3.732 5.050 1.407 0.0 -0.1 0.1
O 3.725 4.230 -0.428 0.0 0.1 0.0
C 3.497 3.017 -1.108 -0.3 -0.3 -0.2
H 3.623 3.237 -2.170 0.0 -0.1 0.0
C 2.090 2.464 -0.829 0.5 0.1 -0.2
H 1.973 1.516 -1.350 0.0 0.1 0.0
H 1.342 3.176 -1.197 0.0 0.0 -0.1
H 4.246 2.269 -0.799 -0.1 0.0 0.0
H 4.349 3.373 1.339 -0.1 0.1 0.0
H 1.435 4.257 0.966 0.0 0.0 0.1
H 3.376 1.704 2.757 0.1 0.1 0.0
H 3.662 -0.495 3.751 0.1 0.0 0.1
H 2.572 -2.478 2.742 0.0 -0.1 0.0
H 1.069 -2.170 0.804 -0.1 -0.1 0.0
H 0.328 -0.803 -0.942 -0.1 0.3 0.0
C -1.539 0.647 -1.595 0.4 0.3 0.1
N -2.455 -0.431 -1.273 0.2 -0.5 -0.1
C -3.692 -0.163 -0.769 -0.5 0.1 0.2
N -4.576 -1.030 -0.463 -0.4 0.5 0.2
C -4.273 -2.353 -0.650 0.6 -0.4 -0.2
C -5.229 -3.328 -0.345 0.0 -0.1 0.0
C -4.933 -4.659 -0.529 -0.1 0.1 0.0
C -3.686 -5.052 -1.018 0.2 0.0 -0.1
C -2.733 -4.109 -1.322 0.0 0.0 0.0
C -3.017 -2.751 -1.144 -0.4 -0.1 0.2
C -2.020 -1.741 -1.451 0.0 0.1 0.0
O -0.880 -1.967 -1.834 0.1 -0.2 -0.1
H -1.761 -4.385 -1.701 0.1 0.0 0.0
H -3.472 -6.101 -1.156 0.0 -0.1 0.0
H -5.672 -5.411 -0.294 -0.1 0.0 0.0
H -6.186 -3.006 0.032 -0.1 0.0 0.0
H -3.927 0.883 -0.624 0.1 0.1 0.0
H -2.112 1.553 -1.794 0.1 -0.1 0.1
H -0.966 0.357 -2.479 -0.2 0.1 0.1
```
Forces are in eV/Å.

(5)
A single C20H20N4O3 molecule. Source: the Open Molecules 2025 dataset; level of theory: ωB97M-V with the def2-TZVPD basis set.

Total energy (hartree): -1218.87329
Energy above the lowest of the compared OMol25 structures with the same formula, charge and spin (eV): 2.1956
Frontier orbital gap (eV): 8.7529
HOMO (eV): -8.3

```
47
Properties=species:S:1:pos:R:3:forces:R:3
C 1.693 1.073 -2.227 0.1 0.0 0.0
C 0.663 1.587 -1.267 -0.1 0.0 0.1
C -0.666 1.591 -1.684 0.0 0.1 0.1
C -1.679 2.073 -0.878 0.0 0.1 0.0
C -1.377 2.547 0.387 -0.1 0.1 0.0
C -0.064 2.539 0.818 0.0 0.1 0.0
C 0.967 2.079 0.004 0.0 0.1 0.0
C 2.377 2.130 0.538 0.1 0.1 -0.1
N 2.864 0.820 0.927 -0.3 0.2 0.2
C 3.961 0.263 0.380 0.2 -0.4 0.3
O 4.655 0.838 -0.437 0.3 0.1 -0.3
C 4.310 -1.131 0.884 0.0 -0.1 -0.1
H 4.838 -1.016 1.834 0.1 0.0 0.0
H 5.019 -1.546 0.165 0.0 0.1 0.0
C 3.130 -2.090 1.066 0.0 0.1 0.0
H 3.533 -3.091 1.227 -0.1 0.0 0.0
C 2.199 -2.108 -0.148 0.3 -0.3 -0.1
N 0.855 -1.609 0.129 -0.4 -0.1 -0.4
C -0.094 -1.787 -0.866 0.2 0.0 0.2
O 0.205 -2.310 -1.923 -0.1 0.0 -0.2
C -1.414 -1.308 -0.511 -0.6 -0.1 -0.3
C -2.601 -1.327 -1.219 0.2 -0.1 0.0
C -3.539 -0.720 -0.371 1.2 0.2 1.3
C -2.908 -0.346 0.824 -0.7 -0.3 -0.9
N -1.603 -0.712 0.742 -0.1 -0.3 -0.6
C -0.544 -0.576 1.589 0.5 -0.1 0.2
N 0.624 -1.004 1.303 -0.4 0.3 0.7
H -0.698 -0.091 2.539 -0.1 0.1 0.1
C -3.897 0.265 1.629 -0.4 0.1 0.0
C -5.029 0.216 0.869 0.3 0.2 0.7
O -4.837 -0.372 -0.338 -0.2 -0.1 -0.5
H -6.022 0.564 1.078 -0.2 0.0 -0.1
H -3.801 0.679 2.611 -0.1 0.1 0.2
H -2.738 -1.729 -2.201 0.1 -0.1 -0.2
H 2.618 -1.508 -0.961 0.0 -0.1 0.0
H 2.068 -3.122 -0.539 0.1 0.2 0.0
H 2.555 -1.829 1.954 0.1 -0.1 0.0
H 2.263 0.273 1.527 0.1 -0.1 -0.1
H 2.406 2.792 1.412 0.0 0.0 -0.2
H 3.074 2.516 -0.209 -0.1 0.0 0.2
H 0.175 2.917 1.803 0.1 0.1 0.1
H -2.159 2.923 1.030 -0.1 0.0 0.1
H -2.698 2.079 -1.234 -0.1 0.0 0.0
H -0.901 1.211 -2.668 0.0 -0.1 -0.1
H 1.706 1.704 -3.116 0.1 0.0 -0.1
H 1.428 0.066 -2.550 0.0 -0.1 0.0
H 2.694 1.057 -1.810 0.1 0.0 0.0
```
Forces are in eV/Å.